(1)
DFT (ωB97M-V with the def2-TZVPD basis set) results for 4 unconnected molecules or ions with the total composition C36H64ClN3O15S.

The geometry in XYZ format:
```
120
Properties=species:S:1:pos:R:3:mulliken_charge:R:1
C 6.299 1.926 1.119 -0.855
C 6.230 2.883 -0.225 -0.242
C 4.746 2.917 -0.946 0.383
O 3.861 1.898 -0.761 -0.477
O 4.237 4.037 -1.785 -0.322
C 4.114 5.275 -0.965 -0.394
C 2.570 5.792 -0.780 -0.572
C 1.691 4.902 0.323 0.365
C 2.404 3.940 1.427 -0.216
N 1.736 3.088 2.473 -0.295
C 0.255 3.314 2.360 0.326
C -0.696 2.502 3.472 0.259
C 0.033 1.487 4.577 -0.258
O -0.925 0.392 4.887 -0.205
N -1.080 -0.414 3.814 0.231
O -0.284 -1.366 3.890 -0.349
C -2.327 2.633 3.570 -0.651
C -3.072 3.634 2.479 -0.426
C -2.190 4.428 1.341 0.458
C -2.884 5.391 0.210 -0.413
C -4.522 5.407 0.217 -0.767
C -5.239 3.974 -0.119 -0.524
C -4.412 2.997 -1.142 -0.538
S -5.175 1.259 -0.919 1.077
O -4.206 0.513 0.071 -0.546
O -6.583 1.308 -0.246 -0.576
Cl -5.301 0.171 -2.695 -0.191
C -0.530 4.272 1.307 0.173
N 0.198 5.060 0.257 -0.449
H 6.690 2.579 2.028 0.238
H 7.103 1.077 0.944 0.277
H 5.256 1.485 1.446 0.292
H 7.092 2.542 -0.940 0.401
H 6.482 3.982 0.145 0.193
H 4.672 6.118 -1.600 0.302
H 4.691 5.221 0.057 0.224
H 2.579 6.898 -0.399 0.297
H 1.968 5.761 -1.809 0.287
H 3.597 3.905 1.408 0.042
H 0.299 2.091 5.570 0.130
H 1.008 0.998 4.112 0.309
H -2.914 2.031 4.411 0.288
H -4.256 3.714 2.600 0.055
H -2.446 6.488 0.385 0.402
H -2.441 5.058 -0.844 0.257
H -4.850 6.193 -0.620 0.335
H -4.903 5.851 1.237 0.282
H -5.575 3.432 0.888 0.299
H -6.265 4.238 -0.670 0.396
H -3.276 2.862 -0.897 0.276
H -4.645 3.297 -2.251 0.400
C 4.755 4.337 10.001 -0.833
O 3.722 4.376 9.027 -0.250
C 2.455 4.751 9.565 -0.555
C 1.708 5.685 8.610 -0.049
O 2.269 7.004 8.498 -0.480
C 3.541 7.109 7.852 -0.321
C 3.523 6.798 6.350 -0.523
O 3.346 5.401 6.119 -0.311
C 2.471 5.120 5.038 -0.723
H 4.689 3.414 10.578 0.313
H 5.713 4.364 9.475 0.231
H 4.714 5.209 10.664 0.379
H 2.565 5.249 10.541 0.337
H 1.875 3.834 9.704 0.392
H 0.697 5.832 9.005 0.432
H 1.579 5.237 7.624 -0.130
H 4.296 6.523 8.375 0.084
H 3.840 8.155 7.967 0.426
H 4.486 7.078 5.908 0.387
H 2.734 7.385 5.869 0.328
H 1.553 5.714 5.105 0.376
H 2.190 4.064 5.094 0.151
H 2.976 5.305 4.088 0.339
C -5.513 -2.848 -1.716 -0.784
O -5.159 -3.844 -2.663 -0.315
C -4.531 -3.315 -3.830 -0.518
C -3.380 -4.212 -4.289 -0.239
O -2.229 -4.201 -3.428 -0.445
C -2.385 -4.800 -2.138 -0.496
C -2.575 -6.322 -2.158 0.015
O -3.869 -6.670 -2.650 -0.304
C -3.854 -7.795 -3.515 -0.604
H -6.433 -2.349 -2.025 0.342
H -5.680 -3.342 -0.755 0.293
H -4.707 -2.118 -1.581 0.323
H -4.145 -2.299 -3.652 0.183
H -5.291 -3.266 -4.616 0.400
H -3.024 -3.836 -5.254 0.460
H -3.713 -5.234 -4.474 0.112
H -3.171 -4.305 -1.568 0.083
H -1.453 -4.593 -1.606 0.483
H -2.503 -6.712 -1.137 0.459
H -1.784 -6.777 -2.763 -0.120
H -3.064 -7.706 -4.269 0.177
H -4.813 -7.832 -4.040 0.233
H -3.728 -8.712 -2.937 0.305
C -0.361 -5.814 -5.152 -0.656
O 0.580 -6.813 -5.516 -0.369
C 0.377 -8.053 -4.839 -0.169
C 0.601 -9.237 -5.783 -0.347
O -0.408 -9.399 -6.794 -0.487
C -0.464 -8.398 -7.814 -0.166
C 0.738 -8.388 -8.767 -0.593
O 1.903 -7.882 -8.115 -0.272
C 3.083 -8.598 -8.446 -0.829
H -0.086 -5.374 -4.192 0.381
H -0.341 -5.037 -5.921 0.358
H -1.379 -6.218 -5.111 0.149
H -0.638 -8.117 -4.418 -0.028
H 1.099 -8.099 -4.019 0.388
H 0.565 -10.154 -5.186 0.443
H 1.595 -9.213 -6.231 0.094
H -0.647 -7.412 -7.387 -0.039
H -1.352 -8.636 -8.408 0.441
H 0.528 -7.724 -9.612 0.391
H 0.904 -9.400 -9.150 0.347
H 2.925 -9.679 -8.373 0.381
H 3.859 -8.324 -7.725 0.228
H 3.416 -8.328 -9.450 0.320
```

* LUMO level: -1.39 eV
* electronic energy: -96883.2383 eV
* multiplicity: 1
* SMILES: CCC(=O)OCCc1cnc2c(CON=O)ccc(CCCCS(=O)(=O)Cl)c2n1.COCCOCCOC.COCCOCCOC.COCCOCCOC

(2)
DFT (ωB97M-V with the def2-TZVPD basis set) results for 2 unconnected molecules or ions with the total composition ClH2OPS.

The geometry in XYZ format:
```
6
Properties=species:S:1:pos:R:3:mulliken_charge:R:1
O 0.570 -1.452 -0.956 -0.594
P -1.236 1.287 0.306 0.377
S -1.267 0.108 1.832 -0.183
Cl 0.722 2.025 0.059 -0.201
H 0.386 -1.461 -0.040 0.291
H 0.825 -0.506 -1.200 0.310
```

* LUMO level: -2.03 eV
* relative energy (zero: lowest compared OMol25 entry of this formula, charge and spin): 24.5 kcal per mole
* electronic energy: -34726.9210 eV
* multiplicity: 1
* SMILES: S=PCl.O

(3)
DFT (ωB97M-V with the def2-TZVPD basis set) results for a single C5H14N2 molecule.

The geometry in XYZ format:
```
21
Properties=species:S:1:pos:R:3:mulliken_charge:R:1
C -0.361 -1.955 1.068 -0.976
C -1.438 -1.212 0.243 -0.538
N -1.092 -0.665 -1.089 -0.217
C 0.276 -0.151 -1.363 -0.155
C 0.181 1.370 -1.191 -0.742
N 0.219 1.841 0.306 -0.385
C 1.529 1.785 0.986 -0.736
H -0.734 -1.743 1.999 0.344
H -0.197 -2.984 0.722 0.352
H 0.726 -1.581 0.979 0.228
H -2.197 -1.994 -0.047 0.315
H -1.839 -0.265 0.846 0.201
H -1.750 -1.046 -1.788 0.222
H 0.962 -0.608 -0.629 0.050
H 0.686 -0.661 -2.309 0.326
H -0.836 1.665 -1.583 0.344
H 1.007 1.864 -1.703 0.348
H -0.541 1.294 0.801 0.236
H 1.676 2.829 1.366 0.283
H 2.398 1.194 0.551 0.263
H 1.325 1.023 1.839 0.236
```

* LUMO level: 1.03 eV
* relative energy (zero: lowest compared OMol25 entry of this formula, charge and spin): 73.2 kcal per mole
* electronic energy: -8389.4455 eV
* multiplicity: 1
* SMILES: CCNCCNC

(4)
DFT (ωB97M-V with the def2-TZVPD basis set) results for 2 unconnected molecules or ions with the total composition H3PS2.

The geometry in XYZ format:
```
6
Properties=species:S:1:pos:R:3:lowdin_spin:R:1
P 1.163 2.068 0.834 0.865
S -2.201 -1.421 -1.392 0.312
S -1.058 -0.887 0.154 0.685
H 2.228 1.780 1.871 0.053
H 1.256 0.906 0.104 0.083
H -1.389 -2.446 -1.570 0.004
```

* LUMO level (spin up / spin down): 0.47 / -1.96 eV
* relative energy (zero: lowest compared OMol25 entry of this formula, charge and spin): 15.3 kcal per mole
* ⟨S²⟩: 2.01
* electronic energy: -31005.0471 eV
* multiplicity: 3